{
  "formula": "C21H32F6NO3P2Tl",
  "method": "wB97M-V/def2-TZVPD",
  "homo_ev": -7.52,
  "orbital_gap_ha": 0.27091,
  "lumo_energy_ev": -0.1,
  "max_force_ev_per_a": 1.81,
  "e_above_lowest_kj_mol": 0.0,
  "elements": ["C", "C", "N", "C", "C", "C", "C", "P", "Tl", "P", "C", "C", "C", "C", "C", "C", "C", "O", "O", "H", "H", "H", "C", "C", "H", "H", "H", "H", "C", "C", "H", "H", "H", "H", "H", "H", "H", "H", "H", "H", "H", "H", "H", "H", "H", "H", "H", "H", "H", "H", "H", "H", "C", "C", "O", "C", "F", "F", "F", "C", "F", "F", "F", "H", "H", "H"],
  "positions_angstrom": [[-1.06349, 2.71297, -3.29774], [-1.11177, 1.67660, -2.33904], [-0.01973, 1.36301, -1.59682], [1.16648, 1.88544, -1.91634], [1.29222, 2.88959, -2.88800], [0.15639, 3.31747, -3.57459], [-2.29582, 0.82116, -2.23399], [-2.48279, -0.19153, -0.75891], [-0.30219, -0.31335, 0.57997], [2.22077, -0.25216, -0.40166], [2.40232, 1.41695, -1.15866], [-0.31787, -2.26767, 1.71727], [-0.64189, -2.14273, 3.05150], [-0.61925, -3.30017, 3.86337], [-0.24328, -4.53428, 3.31699], [0.10024, -4.62604, 1.96182], [0.05071, -3.47150, 1.14262], [-1.74331, -0.89488, -4.05545], [0.63291, -1.75908, -3.82822], [-1.98513, 2.97610, -3.81600], [2.28728, 3.28350, -3.08786], [0.22716, 4.10911, -4.31795], [-3.68732, 0.54311, 0.38804], [-3.22537, -1.75412, -1.30917], [3.26481, 1.38415, -1.84304], [2.63632, 2.13413, -0.35212], [-2.04552, -0.17019, -3.28761], [-3.21578, 1.32311, -2.55183], [3.39496, -0.20379, 0.98727], [3.03721, -1.30282, -1.63949], [-0.89802, -1.17144, 3.48169], [-0.89186, -3.22144, 4.91623], [-0.21607, -5.42699, 3.94812], [0.40356, -5.58743, 1.53971], [0.30946, -3.53898, 0.08432], [0.22313, -3.50911, -3.29699], [1.08190, -1.79097, -4.68912], [-0.31286, -1.34564, -3.97448], [-2.21571, -0.61636, -4.85351], [-0.01898, -4.21155, -3.05148], [-4.66746, 0.60739, -0.10596], [-3.76824, -0.10537, 1.27454], [-3.34976, 1.53844, 0.71359], [-4.31730, -1.64326, -1.35095], [-2.83953, -2.01825, -2.30310], [-2.95944, -2.53995, -0.58930], [4.01865, -0.87331, -1.89448], [3.17614, -2.30357, -1.20534], [2.39992, -1.39195, -2.53489], [4.34781, 0.24019, 0.66321], [2.96057, 0.36618, 1.82146], [3.56869, -1.23752, 1.31861], [1.35855, 3.25365, 2.27456], [0.51217, 2.13596, 2.85404], [0.69288, 0.93231, 2.25616], [0.94091, 1.90874, 4.37577], [0.89498, 3.05236, 5.12176], [0.17676, 0.97863, 5.00482], [2.23242, 1.46251, 4.40022], [-0.99235, 2.59817, 2.73527], [-1.23225, 3.79478, 3.33358], [-1.28919, 2.76466, 1.39124], [-1.88856, 1.69793, 3.21347], [2.41109, 2.95151, 2.28439], [1.22847, 4.17407, 2.85070], [1.05026, 3.42352, 1.23781]],
  "mulliken_charge": [-1.030, 0.329, 0.484, 0.220, -0.909, -0.527, -1.020, 0.711, 1.183, 0.950, -1.179, 0.383, -0.400, -0.618, -0.545, -0.613, -0.261, -0.791, -0.544, 0.464, 0.487, 0.401, -1.366, -1.237, 0.517, 0.342, 0.178, 0.662, -1.187, -1.123, 0.169, 0.407, 0.359, 0.386, 0.479, -0.283, 0.196, 0.375, 0.186, 0.257, 0.469, 0.378, 0.272, 0.424, 0.394, 0.316, 0.423, 0.424, 0.209, 0.408, 0.174, 0.401, -1.841, 1.254, -0.787, 0.563, -0.279, -0.226, -0.246, 0.336, -0.290, -0.189, -0.243, 0.370, 0.429, 0.362]
}

***

{
  "formula": "C7H11N2O2S",
  "method": "wB97M-V/def2-TZVPD",
  "charge": -1,
  "homo_ev": -4.27,
  "smiles": "CC(C)(C)/N=C(\\[O-])NC(=O)C=S",
  "orbital_gap_ha": 0.28265,
  "lumo_energy_ev": 3.4,
  "max_force_ev_per_a": 5.05,
  "e_above_lowest_kj_mol": 0.0,
  "elements": ["C", "C", "C", "C", "N", "C", "O", "N", "C", "O", "C", "S", "H", "H", "H", "H", "H", "H", "H", "H", "H", "H", "H"],
  "positions_angstrom": [[-1.29180, -0.49614, -0.87407], [-0.13113, 0.18050, -0.09318], [-0.75914, 0.50722, 1.20415], [0.34028, 1.49238, -0.81208], [0.86234, -0.81705, 0.12330], [1.79215, -1.28368, -0.63709], [2.05786, -0.89690, -1.75785], [2.49291, -2.39380, -0.10501], [2.34212, -2.91437, 1.14257], [3.05544, -3.75712, 1.60260], [1.24952, -2.15832, 1.83250], [-0.18477, -2.78420, 2.26343], [-0.95314, -0.68390, -1.94570], [-1.83098, -1.27632, -0.42722], [-2.07274, 0.26160, -0.96639], [-1.79663, 0.95502, 1.22758], [0.05110, 0.92103, 1.99525], [-0.92254, -0.48190, 1.62450], [1.44613, 1.58280, -0.53740], [0.34246, 1.17765, -1.93999], [-0.30397, 2.32508, -0.77786], [3.18426, -2.78242, -0.69009], [1.80980, -1.31044, 2.32580]],
  "nbo_charge": [-0.605, 0.102, -0.629, -0.633, -0.610, 0.746, -0.743, -0.646, 0.624, -0.617, -0.279, -0.181, 0.209, 0.213, 0.175, 0.203, 0.194, 0.242, 0.227, 0.212, 0.197, 0.397, 0.203]
}

***

{
  "formula": "C5H14N2O",
  "method": "wB97M-V/def2-TZVPD",
  "charge": -1,
  "spin_multiplicity": 2,
  "homo_ev": [0.96, -3.79],
  "orbital_gap_ha": [0.09062, 0.26453],
  "lumo_energy_ev": [3.4, 3.4],
  "max_force_ev_per_a": 6.96,
  "e_above_lowest_kj_mol": 211.3,
  "elements": ["C", "C", "C", "C", "C", "N", "N", "H", "H", "H", "H", "H", "H", "H", "H", "H", "H", "H", "H", "H", "H", "O"],
  "positions_angstrom": [[2.07625, 1.21214, 0.35700], [1.33209, 0.04948, -0.30880], [-0.17919, 0.23140, -0.49240], [-1.12410, -0.90808, -0.91538], [-2.13212, -2.24323, 0.63681], [-0.96623, -2.05724, 0.08204], [1.96634, -0.30535, -1.60256], [1.69306, 1.18769, 1.35902], [3.09304, 0.73968, 0.50412], [2.10565, 2.23139, -0.19347], [1.52016, -0.86268, 0.42587], [-0.29008, 0.97695, -1.31272], [-0.62715, 0.67694, 0.43057], [-0.69837, -1.29265, -1.82087], [-2.11915, -0.41788, -1.08261], [-3.16990, -2.07167, 0.12069], [-2.18426, -2.93108, 1.43342], [1.69336, -1.14762, -1.82887], [1.80395, 0.47927, -2.23674], [-1.53706, 3.52290, 2.28426], [-0.26928, 2.59203, 2.45530], [-0.98153, 2.85058, 1.80528]],
  "mulliken_spin": [0.006, -0.027, 0.231, -0.136, 0.381, 0.358, -0.002, -0.007, 0.002, -0.001, 0.005, -0.045, -0.030, 0.025, -0.014, 0.112, 0.039, 0.004, 0.003, -0.098, -0.024, 0.216]
}

***

{
  "formula": "C4H38O17",
  "method": "wB97M-V/def2-TZVPD",
  "charge": -2,
  "homo_ev": -3.78,
  "orbital_gap_ha": 0.31617,
  "lumo_energy_ev": 4.8,
  "max_force_ev_per_a": 4.61,
  "e_above_lowest_kj_mol": 37.0,
  "elements": ["C", "O", "C", "C", "C", "O", "H", "H", "H", "H", "H", "H", "H", "H", "H", "H", "O", "H", "H", "O", "H", "H", "O", "H", "H", "O", "H", "H", "O", "H", "H", "O", "H", "H", "O", "H", "H", "O", "H", "H", "O", "H", "H", "O", "H", "H", "O", "H", "H", "O", "H", "H", "O", "H", "H", "O", "H", "H", "O"],
  "positions_angstrom": [[-0.13223, 1.06261, -3.74124], [0.67156, -0.03603, -4.24827], [-0.86079, 0.77240, -2.40660], [0.12911, 0.83276, -1.22365], [-0.46234, 0.10536, 0.06283], [-1.84259, -0.23379, -0.11046], [0.52482, 1.92665, -3.57755], [-0.79627, 1.18472, -4.59948], [-1.24723, -0.21610, -2.62242], [-1.56277, 1.59798, -2.21769], [0.85101, 0.05618, -1.44958], [0.69784, 1.72700, -0.97920], [-0.40714, 0.96041, 0.80823], [0.04426, -0.80623, 0.29608], [2.31199, 1.82305, 1.59546], [1.21226, 2.52785, 2.12579], [1.96830, 2.79903, 1.55592], [1.52856, -3.43233, -1.59486], [1.92229, -3.62957, -0.19448], [1.23579, -3.91208, -0.80861], [0.78534, -0.80042, 4.62351], [-0.48261, -1.21273, 3.93122], [0.25268, -1.57964, 4.44149], [-3.19421, 0.01229, 1.99236], [-4.08110, -0.78418, 0.99296], [-3.88482, 0.13618, 1.21866], [-3.44813, -2.39287, -0.28934], [-3.61388, -1.52823, -1.51096], [-4.09196, -2.17367, -0.97982], [-1.13213, 1.40082, 2.74918], [-1.00089, 2.44558, 3.77473], [-0.55832, 2.29007, 2.92447], [3.57267, -0.99006, 1.79904], [3.10135, -2.40279, 2.23147], [3.90827, -1.88646, 2.15832], [3.80400, 0.64478, 1.35506], [2.71141, -0.61654, -0.02520], [2.87814, 0.37016, 1.31697], [1.41531, 3.48670, 0.15415], [0.90418, 3.65934, -1.47573], [0.96378, 3.97863, -0.58244], [-1.31268, -2.17200, 3.16262], [-2.08087, -1.36583, 2.22060], [-2.01232, -2.32121, 2.52551], [3.63309, -0.46542, -2.30462], [1.49809, -0.08518, -3.71388], [3.15098, 0.15195, -2.87826], [-2.30811, 0.36104, 3.80104], [-2.48770, 0.47782, -0.21394], [-2.01680, 0.24456, 2.88911], [-2.32715, 2.37577, 0.61954], [-3.56134, 1.69702, -0.09353], [-2.98092, 2.47292, -0.08393], [3.49849, -1.90031, -0.13426], [3.29086, 0.97404, -2.39449], [2.92110, -1.36494, -0.69898], [-0.64846, -2.33387, -2.65841], [-0.21949, -1.52899, -3.89291], [-0.63232, -2.38422, -3.62153]],
  "nbo_charge": [-0.051, -0.787, -0.448, -0.465, -0.050, -0.793, 0.147, 0.166, 0.215, 0.225, 0.202, 0.225, 0.173, 0.195, 0.516, 0.504, -1.049, 0.476, 0.468, -0.945, 0.477, 0.475, -0.960, 0.506, 0.463, -1.044, 0.486, 0.480, -0.964, 0.508, 0.443, -1.051, 0.501, 0.458, -1.033, 0.427, 0.527, -1.202, 0.525, 0.461, -1.033, 0.443, 0.508, -0.983, 0.510, 0.514, -0.976, 0.439, 0.489, -1.186, 0.494, 0.486, -0.971, 0.470, 0.476, -1.055, 0.469, 0.492, -0.991]
}